One molecule with the formula C3H4F2O2S, computed with ωB97M-V/def2-TZVPD.

- highest occupied orbital energy (eV) = -10.572
- lowest unoccupied orbital energy (eV) = 0.58
- energy relative to the best compared isomer or geometry (same formula, charge and spin) (eV) = 0.683
- total charge = 0
- energy (eV) = -23538.894

Positions of all 12 atoms, in Å:
C -1.791 0.248 0.123
S -0.142 0.868 -0.085
O 0.372 1.464 1.074
O -0.184 1.606 -1.303
C 0.681 -0.758 -0.252
C 1.977 -0.703 -0.050
F 2.708 -1.790 0.080
F 2.613 0.406 0.227
H -2.339 0.901 0.676
H -2.357 0.106 -0.813
H -1.733 -0.686 0.685
H 0.195 -1.661 -0.363